# 1
This record from the Open Molecules 2025 dataset describes 2 unconnected molecules or ions with the total composition C6H12N2 in a non-equilibrium geometry. The level of theory is ωB97M-V/def2-TZVPD.

Each line ends with the Mulliken charge.
Cartesian coordinates (Å):
C  -2.297  -0.891  -1.172  -1.128
C  -1.663  0.094  -0.290  0.953
C  -1.492  0.229  1.055  -0.842
N  -0.660  1.289  1.255  0.073
C  -0.442  1.877  0.032  -0.385
N  -1.082  1.221  -0.898  -0.578
H  -2.677  -1.709  -0.547  0.295
H  -1.650  -1.154  -2.011  0.254
H  -3.226  -0.541  -1.645  0.321
H  -1.778  -0.521  1.777  0.343
H  -0.403  1.697  2.134  0.185
H  0.204  2.726  -0.108  0.489
C  1.900  -1.070  0.528  -0.659
C  2.427  -0.047  -0.428  -0.766
H  0.804  -1.223  0.547  0.129
H  2.206  -2.109  0.342  0.316
H  2.257  -0.899  1.551  0.226
H  3.500  0.078  -0.532  0.357
H  2.139  0.994  -0.171  0.151
H  1.932  -0.042  -1.418  0.264

Frontier orbital gap (eV): 9.496
SMILES string: Cc1c[nH]cn1.CC

# 2
This record from the Open Molecules 2025 dataset describes a gas-phase ion, CHF2N2O3 (charge -1) in a non-equilibrium geometry. The level of theory is ωB97M-V/def2-TZVPD.

Each line ends with the Mulliken charge.
Cartesian coordinates (Å):
O  -0.710  0.604  1.484  -0.736
N  -0.652  -0.626  1.373  1.209
O  -1.449  -1.361  1.972  -0.724
N  0.167  -1.273  0.677  -0.433
O  1.159  -0.435  -0.426  -0.372
C  0.538  0.593  -1.014  0.632
F  1.372  1.477  -1.563  -0.250
F  -0.216  0.083  -2.158  -0.356
H  -0.210  0.937  -0.346  0.030

Frontier orbital gap (eV): 9.539
SMILES string: [O-][N+]([O-])=NOC(F)F
Net charge: -1

# 3
This record from the Open Molecules 2025 dataset describes a single C30H29N3O2 molecule. The level of theory is ωB97M-V/def2-TZVPD.

Each line ends with the Mulliken charge.
Cartesian coordinates (Å):
C  2.345  -1.951  2.341  -1.917
C  1.779  -1.932  0.913  1.924
C  0.329  -2.490  0.966  -0.475
O  0.070  -3.605  0.558  -0.669
N  -0.555  -1.687  1.565  0.366
C  -1.894  -2.146  1.868  -0.666
C  -2.767  -1.013  2.409  -1.554
C  -3.173  -0.031  1.358  0.989
C  -4.112  -0.228  0.387  -1.226
N  -4.217  0.883  -0.407  0.125
C  -3.350  1.833  0.050  -0.566
C  -3.109  3.124  -0.405  -1.009
C  -2.186  3.880  0.285  -0.525
C  -1.516  3.367  1.400  -0.949
C  -1.745  2.086  1.850  -0.001
C  -2.670  1.293  1.169  1.457
C  2.624  -2.785  0.013  -1.100
C  3.118  -2.093  -0.996  -1.031
C  2.633  -0.677  -0.975  -0.170
C  1.726  -0.377  -2.191  -1.473
C  0.534  -1.290  -2.228  0.004
C  -0.675  -0.903  -1.666  0.183
C  -1.763  -1.756  -1.690  -0.479
C  -1.652  -3.014  -2.253  -0.550
C  -0.449  -3.412  -2.808  -0.793
C  0.633  -2.552  -2.801  -0.221
N  1.914  -0.605  0.293  0.101
C  1.547  0.545  0.878  0.802
O  0.904  0.602  1.921  -0.758
C  1.983  1.810  0.205  -0.089
C  1.063  2.586  -0.487  0.002
C  1.453  3.791  -1.045  -1.004
C  2.758  4.232  -0.905  -0.617
C  3.674  3.469  -0.199  -0.741
C  3.289  2.262  0.357  -0.105
H  1.813  -1.250  2.978  0.282
H  2.244  -2.952  2.752  0.509
H  3.400  -1.680  2.324  0.445
H  -0.259  -0.772  1.901  0.184
H  -1.830  -2.950  2.614  0.459
H  -2.327  -2.576  0.960  0.428
H  -3.662  -1.461  2.848  0.495
H  -2.224  -0.494  3.202  0.408
H  -4.733  -1.087  0.210  0.475
H  -4.843  0.987  -1.186  0.187
H  -3.634  3.519  -1.264  0.398
H  -1.976  4.890  -0.037  0.455
H  -0.799  3.992  1.911  0.324
H  -1.208  1.704  2.703  0.302
H  2.767  -3.827  0.227  0.549
H  3.764  -2.450  -1.776  0.593
H  3.465  0.040  -0.984  0.712
H  1.404  0.665  -2.144  0.419
H  2.330  -0.510  -3.091  0.629
H  -0.771  0.071  -1.207  0.378
H  -2.698  -1.433  -1.258  0.580
H  -2.499  -3.684  -2.258  0.401
H  -0.352  -4.394  -3.245  0.377
H  1.567  -2.864  -3.245  0.404
H  0.040  2.253  -0.578  0.511
H  0.733  4.388  -1.584  0.457
H  3.061  5.173  -1.339  0.406
H  4.689  3.816  -0.078  0.416
H  3.998  1.672  0.921  0.552

Frontier orbital gap (eV): 8.566
SMILES string: C[C@]1(C(=O)NCCc2c[nH]c3ccccc23)C=C[C@@H](Cc2ccccc2)N1C(=O)c1ccccc1

# 4
This record from the Open Molecules 2025 dataset describes 2 unconnected molecules or ions with the total composition C4H10O in a non-equilibrium geometry. The level of theory is ωB97M-V/def2-TZVPD.

Each line ends with the Mulliken charge.
Cartesian coordinates (Å):
C  0.000  0.000  0.000  -0.877
C  -0.348  -0.358  -1.464  -0.102
C  -1.612  -0.437  -1.976  -0.197
C  -2.950  -0.250  -1.243  -1.010
H  0.589  0.921  0.146  0.258
H  0.599  -0.859  0.344  0.235
H  -0.911  0.064  0.618  0.258
H  0.432  -0.643  -2.181  0.319
H  -1.760  -0.710  -3.029  0.326
H  -3.603  0.413  -1.835  0.284
H  -2.784  0.212  -0.255  0.271
H  -3.465  -1.214  -1.098  0.234
O  -3.618  -4.882  -4.519  -0.649
H  -3.283  -4.092  -4.038  0.323
H  -4.409  -4.558  -5.008  0.325

Frontier orbital gap (eV): 9.923
SMILES string: C/C=C\C.O

# 5
This record from the Open Molecules 2025 dataset describes a molecular structure, C22H63K2NO22P in a non-equilibrium geometry. The level of theory is ωB97M-V/def2-TZVPD.

Each line ends with the Mulliken charge.
Cartesian coordinates (Å):
K  0.673  0.600  0.010  0.041
K  -3.560  1.979  -1.371  1.158
P  -2.465  -0.460  0.421  -0.354
O  -1.925  -0.081  -1.013  -0.638
O  -2.319  -1.996  0.810  -0.966
O  -4.016  -0.006  0.548  -1.330
O  -1.610  0.342  1.441  2.090
C  -3.663  2.710  3.332  -0.680
C  -2.295  3.139  2.767  -0.405
O  -2.155  2.729  1.406  -0.319
O  -3.825  1.327  3.314  -0.558
H  -4.373  3.087  2.595  0.238
H  -3.786  3.122  4.334  0.379
H  -1.471  2.751  3.365  0.141
H  -2.302  4.228  2.831  0.409
H  -1.891  1.806  1.441  0.082
H  -3.550  1.053  2.436  0.059
C  0.524  0.366  4.315  -0.644
C  -0.307  -0.917  4.331  -0.333
O  -1.599  -0.742  3.895  -0.550
O  0.533  0.968  2.997  -0.355
H  1.515  0.171  4.724  0.486
H  0.039  1.036  5.025  0.223
H  -0.262  -1.395  5.310  0.456
H  0.218  -1.489  3.567  0.096
H  -1.493  -0.524  2.966  -0.091
H  -0.322  0.874  2.571  -0.071
C  3.254  -1.990  -3.631  0.037
C  3.221  -0.502  -4.221  0.212
O  3.564  -0.502  -5.629  -0.590
O  4.508  -2.446  -3.021  -0.544
H  2.805  -2.678  -4.348  0.439
H  2.627  -2.040  -2.741  -0.293
H  3.861  0.247  -3.755  0.294
H  2.206  -0.112  -4.146  -0.200
H  3.507  0.392  -5.975  0.306
H  5.181  -2.569  -3.694  0.288
C  -0.004  3.566  -3.963  -0.584
C  -0.493  2.082  -3.790  0.032
O  -0.731  1.837  -2.453  0.386
O  1.144  3.947  -3.253  -0.580
H  -0.760  4.276  -3.627  0.147
H  0.063  3.725  -5.039  0.475
H  0.395  1.480  -3.988  -0.309
H  -1.408  1.704  -4.244  0.467
H  -1.048  0.953  -2.253  -0.100
H  0.861  3.998  -2.338  0.257
C  0.585  -3.119  -0.615  -0.315
C  -0.480  -2.787  -1.703  -0.362
O  -0.332  -1.508  -2.187  -0.403
O  0.316  -2.225  0.497  0.893
H  1.623  -2.910  -0.874  0.140
H  0.464  -4.161  -0.319  0.178
H  -1.497  -2.998  -1.374  0.071
H  -0.219  -3.301  -2.628  0.419
H  -0.976  -0.949  -1.745  0.227
H  -0.629  -2.195  0.660  -0.344
C  2.898  -2.948  3.267  0.196
C  4.156  -3.377  2.569  -0.338
O  4.693  -4.649  2.982  -0.558
O  3.231  -2.777  4.661  -0.552
H  2.059  -3.618  3.082  0.293
H  2.477  -2.065  2.786  -0.233
H  5.012  -2.721  2.730  0.265
H  3.920  -3.373  1.505  0.264
H  3.941  -5.236  2.873  0.334
H  3.713  -1.950  4.739  0.332
C  -4.269  -1.658  -2.898  0.124
C  -5.518  -1.701  -2.055  -0.481
O  -5.368  -1.881  -0.673  -0.485
O  -3.677  -0.376  -2.937  -0.537
H  -4.468  -2.138  -3.856  0.413
H  -3.514  -2.304  -2.451  -0.200
H  -6.229  -2.442  -2.421  0.414
H  -6.087  -0.799  -2.283  0.240
H  -4.813  -1.169  -0.347  0.163
H  -3.107  -0.303  -2.168  -0.005
C  -3.380  -5.044  1.055  -0.535
C  -1.942  -5.189  1.398  -0.278
O  -1.519  -4.085  2.195  -0.626
O  -3.499  -4.206  -0.063  -0.575
H  -3.886  -4.628  1.926  0.217
H  -3.684  -6.066  0.827  0.425
H  -1.362  -5.220  0.475  -0.027
H  -1.777  -6.188  1.802  0.444
H  -1.727  -3.265  1.742  0.577
H  -3.201  -3.316  0.137  0.305
C  4.527  -0.122  -0.450  -0.701
O  3.571  0.933  -0.155  0.162
C  4.127  2.139  0.219  -0.697
C  2.981  2.752  1.038  -0.713
N  1.993  3.269  0.173  0.026
C  1.036  4.085  0.909  -0.805
C  0.077  4.848  -0.044  -0.553
O  0.755  5.758  -0.844  -0.466
C  -0.046  6.483  -1.768  -0.743
H  4.841  -0.646  0.453  0.369
H  5.346  0.109  -1.130  0.333
H  3.952  -0.927  -0.907  -0.091
H  4.377  2.732  -0.661  0.368
H  4.973  1.934  0.876  0.425
H  3.449  3.575  1.578  0.615
H  2.536  2.038  1.732  0.012
H  2.326  3.909  -0.535  0.239
H  1.731  4.747  1.425  0.649
H  0.430  3.609  1.681  0.038
H  -0.618  5.444  0.548  0.648
H  -0.523  4.159  -0.638  0.248
H  -0.924  5.885  -2.009  0.264
H  0.506  6.659  -2.692  0.265
H  -0.415  7.426  -1.365  0.328

Frontier orbital gap (eV): 7.204
Net charge: -1

# 6
This record from the Open Molecules 2025 dataset describes 2 unconnected molecules or ions with the total composition C4H8N2O2 in a non-equilibrium geometry. The level of theory is ωB97M-V/def2-TZVPD.

Each line ends with the Mulliken charge.
Cartesian coordinates (Å):
C  1.171  -0.965  0.999  -1.118
C  1.092  0.119  -0.035  0.647
O  1.018  -0.024  -1.237  -0.653
N  1.206  1.404  0.459  -0.086
O  1.336  1.723  1.811  -0.424
H  2.161  -0.977  1.453  0.394
H  0.923  -1.917  0.542  0.276
H  0.467  -0.777  1.807  0.372
H  1.151  2.191  -0.177  0.234
H  2.273  1.655  2.055  0.332
C  -2.142  -0.297  -1.757  -0.738
C  -2.124  -0.501  -0.333  0.415
N  -2.163  -0.913  0.742  -0.430
H  -1.148  0.038  -2.060  0.252
H  -2.353  -1.236  -2.268  0.251
H  -2.869  0.477  -2.001  0.276

Frontier orbital gap (eV): 10.649
SMILES string: CC(=O)NO.CC#N

Question: Which of these has the highest frontier orbital gap?
Answer: C4H8N2O2

Question: What is the frontier orbital gap in the sixth record?
Answer: 10.649 eV

Question: What is the formula in the fourth record?
Answer: C4H10O

Question: What is the formula in the first record?
Answer: C6H12N2